ORCA calculation (ωB97M-V/def2-TZVPD) on a single C3H4ClP molecule in a non-equilibrium geometry.

Geometry as XYZ:
```
9
Properties=species:S:1:pos:R:3:forces:R:3
C -0.6840 -0.9337 0.8507 1.9 1.6 -1.4
C -0.0413 -0.0630 -0.0308 -3.1 -2.8 2.7
C 1.2893 0.4427 -0.4604 -2.3 4.8 -0.9
P -1.7955 -0.5484 -0.5121 2.5 -0.9 -0.1
Cl -2.9924 0.8737 0.2168 -1.2 1.5 0.6
H -0.5882 -1.5662 1.7941 0.0 1.1 -1.5
H 1.8652 1.1335 0.1786 -0.5 -0.7 0.4
H 1.1959 1.0861 -1.4125 0.0 -1.4 1.1
H 1.7510 -0.4246 -0.6245 2.7 -3.1 -1.0
```
Forces are in eV/Å.

Values from the calculation:
SMILES string = CC1=P(Cl)=C1
HOMO = -0.3348 hartree
Lowest unoccupied orbital energy = 0.89 eV
Molar mass = 106.49 u
Energy relative to the best compared isomer or geometry (same formula, charge and spin) = 0.380 eV
E = -918.19000 a.u.